[1]
C19H21N2O6S | ωB97M-V/def2-TZVPD

Calculated values
Electronic energy = -46142.7328 eV
LUMO energy = 0.03980 Ha
Kohn-Sham gap = 3.7 eV
E_HOMO = -2.63 eV
Total charge = -1

Last column: Mulliken charge in e.
Element x y z (Å)
C  3.395  4.300  -0.941  -1.33
C  2.572  3.806  0.225  -0.05
O  2.606  2.344  0.206  -0.31
C  1.903  1.813  1.230  0.65
N  2.064  0.376  1.125  0.03
N  1.493  -0.273  2.049  -0.07
C  1.650  -1.708  1.972  0.67
O  2.100  -2.364  1.052  -0.53
O  1.152  -2.203  3.125  -0.34
C  1.264  -3.663  3.196  0.02
C  0.540  -4.130  4.435  -1.31
O  1.266  2.433  2.055  -0.53
H  3.359  5.392  -0.973  0.40
H  4.448  4.011  -0.842  0.35
H  3.029  3.926  -1.904  0.30
H  2.991  4.153  1.180  0.37
H  1.527  4.140  0.152  0.17
H  0.816  -4.095  2.289  0.17
H  2.330  -3.929  3.232  0.32
H  0.605  -5.218  4.497  0.40
H  0.975  -3.722  5.354  0.32
H  -0.522  -3.865  4.413  0.31
C  -0.069  -4.354  -2.771  -0.42
C  -1.002  -3.676  -3.559  -0.50
C  -1.690  -2.574  -3.042  -0.31
C  -1.417  -2.144  -1.739  -0.40
S  -2.363  -0.793  -1.002  1.22
C  -1.353  0.580  -1.235  -0.89
C  -1.759  1.890  -0.923  1.09
C  -0.909  3.012  -1.224  -0.63
C  -1.299  4.309  -0.919  -0.44
C  -2.534  4.548  -0.297  -0.52
C  -3.385  3.472  0.015  -0.62
C  -3.015  2.171  -0.290  -0.51
O  -3.558  -0.759  -1.812  -0.70
O  -2.470  -1.149  0.399  -0.63
C  -0.491  -2.823  -0.950  -0.13
C  0.195  -3.924  -1.469  -0.35
H  0.451  -5.223  -3.170  0.35
H  -1.216  -4.000  -4.578  0.33
H  -2.445  -2.060  -3.634  0.41
H  -0.388  0.362  -1.688  0.37
H  0.049  2.804  -1.706  0.37
H  -0.634  5.142  -1.168  0.35
H  -2.831  5.567  -0.058  0.32
H  -4.348  3.670  0.495  0.32
H  -3.685  1.343  -0.042  0.29
H  -0.320  -2.491  0.073  0.28
H  0.921  -4.427  -0.833  0.34

[2]
C19H21N3O | ωB97M-V/def2-TZVPD

Calculated values
Electronic energy = -26563.3087 eV
LUMO energy = 0.02798 Ha
Kohn-Sham gap = 9.1 eV
Relative energy (zero: lowest compared OMol25 entry of this formula, charge and spin) = 10.8 kcal per mole
E_HOMO = -8.38 eV

Last column: Mulliken charge in e.
Element x y z (Å)
C  -1.719  -4.054  -1.219  -1.51
C  -1.471  -2.568  -1.005  0.52
H  -0.407  -2.395  -0.833  -0.01
H  -1.765  -2.009  -1.897  0.34
C  -2.273  -2.044  0.191  -1.38
N  -2.101  -0.626  0.371  0.48
C  -1.107  0.028  1.043  -0.02
N  -1.196  1.328  0.967  -0.70
C  -2.300  1.581  0.197  0.29
C  -2.863  2.786  -0.207  -0.82
C  -3.993  2.732  -0.995  -0.42
C  -4.559  1.515  -1.380  -0.70
C  -4.017  0.308  -0.990  -0.86
C  -2.882  0.353  -0.196  1.07
H  -4.461  -0.628  -1.297  0.34
H  -5.443  1.522  -2.001  0.39
H  -4.455  3.650  -1.326  0.38
H  -2.422  3.724  0.092  0.44
C  0.009  -0.645  1.785  0.37
N  1.271  -0.110  1.310  -0.18
C  1.981  -0.735  0.340  0.46
O  1.676  -1.835  -0.088  -0.71
C  3.183  0.002  -0.141  0.25
C  3.891  0.892  0.662  -0.21
C  5.011  1.533  0.164  -0.69
C  5.430  1.297  -1.135  -0.37
C  4.736  0.405  -1.935  -0.57
C  3.622  -0.245  -1.438  -0.43
H  3.074  -0.952  -2.042  0.42
H  5.066  0.214  -2.946  0.38
H  6.303  1.804  -1.520  0.38
H  5.561  2.217  0.793  0.39
H  3.587  1.065  1.685  0.45
H  1.397  0.879  1.460  0.41
C  -0.126  -0.403  3.288  -1.79
H  -0.166  0.665  3.482  0.37
H  0.723  -0.835  3.813  0.45
H  -1.041  -0.858  3.660  0.36
H  0.030  -1.716  1.565  0.47
H  -1.969  -2.563  1.104  0.29
H  -3.340  -2.233  0.036  0.52
H  -2.774  -4.249  -1.407  0.38
H  -1.146  -4.411  -2.071  0.40
H  -1.415  -4.622  -0.343  0.36

[3]
C19H21N3O3S | ωB97M-V/def2-TZVPD

Calculated values
Electronic energy = -41492.6069 eV
LUMO energy = 0.01530 Ha
Kohn-Sham gap = 8.3 eV
Relative energy (zero: lowest compared OMol25 entry of this formula, charge and spin) = 43.0 kcal per mole
E_HOMO = -7.85 eV

Last column: Mulliken charge in e.
Element x y z (Å)
C  6.797  0.089  0.410  -1.05
C  6.061  0.866  -0.678  -0.42
O  4.865  1.457  -0.212  -0.45
C  3.757  0.689  -0.015  0.86
C  3.646  -0.654  -0.346  -0.42
C  2.426  -1.259  -0.094  -0.04
C  1.335  -0.571  0.475  0.14
C  1.464  0.772  0.808  -0.66
C  2.671  1.379  0.555  -0.74
H  2.824  2.420  0.792  0.44
H  0.643  1.309  1.252  0.53
N  0.266  -1.426  0.603  -0.59
C  0.682  -2.573  0.141  0.10
N  1.978  -2.543  -0.293  -0.05
H  2.484  -3.318  -0.686  0.20
S  -0.242  -4.041  0.061  -0.21
C  -1.779  -3.515  0.885  -0.70
H  -2.238  -4.432  1.253  0.40
H  -1.492  -2.862  1.707  0.36
C  -2.740  -2.822  -0.081  0.65
O  -3.734  -3.380  -0.499  -0.67
N  -2.363  -1.579  -0.405  0.22
H  -1.517  -1.192  0.011  0.21
C  -3.137  -0.743  -1.299  -1.42
C  -3.836  0.357  -0.543  0.52
C  -5.124  0.179  -0.071  -0.33
C  -5.769  1.178  0.639  -0.77
C  -5.114  2.371  0.876  -0.61
C  -3.821  2.568  0.420  -0.63
C  -3.167  1.563  -0.283  0.90
O  -1.891  1.657  -0.759  -0.33
C  -1.198  2.868  -0.592  -1.09
H  -1.703  3.694  -1.105  0.44
H  -0.217  2.709  -1.039  0.26
H  -1.074  3.122  0.465  0.39
H  -3.332  3.509  0.621  0.40
H  -5.606  3.162  1.423  0.37
H  -6.775  1.027  0.999  0.38
H  -5.623  -0.759  -0.266  0.44
H  -3.872  -1.391  -1.783  0.60
H  -2.465  -0.312  -2.046  0.34
H  4.453  -1.220  -0.784  0.38
H  6.671  1.713  -1.004  0.32
H  5.865  0.229  -1.550  0.32
H  7.729  -0.305  0.012  0.35
H  7.020  0.748  1.245  0.30
H  6.192  -0.736  0.777  0.34

[4]
C19H21N3O5 | ωB97M-V/def2-TZVPD

Calculated values
Electronic energy = -34750.0857 eV
LUMO energy = -0.03662 Ha
Kohn-Sham gap = 7.5 eV
Relative energy (zero: lowest compared OMol25 entry of this formula, charge and spin) = 107.9 kcal per mole
E_HOMO = -8.53 eV

Last column: Mulliken charge in e.
Element x y z (Å)
C  -3.345  -0.679  -1.053  -0.94
H  -3.781  -0.500  -2.035  0.23
H  -2.700  -1.563  -1.099  0.33
H  -4.147  -0.852  -0.329  0.42
O  -2.612  0.480  -0.744  -0.42
C  -1.965  0.536  0.461  0.53
C  -1.922  -0.491  1.395  -0.37
C  -1.194  -0.334  2.560  -0.50
C  -0.502  0.837  2.833  0.40
C  -0.584  1.873  1.908  -0.50
C  -1.300  1.729  0.738  -0.29
H  -1.357  2.530  0.017  0.45
H  -0.083  2.810  2.111  0.36
C  0.369  0.963  4.053  -1.23
H  0.766  1.978  4.110  0.33
H  -0.209  0.770  4.959  0.44
C  1.546  -0.033  4.002  -0.93
N  2.170  -0.046  2.702  0.08
C  3.275  0.655  2.393  0.68
O  3.983  1.223  3.197  -0.69
C  3.539  0.673  0.884  -0.96
H  4.536  1.075  0.707  0.33
C  2.465  1.531  0.188  0.01
N  1.805  0.870  -0.926  -0.15
C  1.016  -0.209  -0.780  0.30
O  0.905  -0.836  0.260  -0.78
C  0.256  -0.619  -2.002  0.51
C  0.044  -1.978  -2.220  -0.30
C  -0.714  -2.403  -3.292  -0.65
C  -1.278  -1.453  -4.135  -0.09
C  -1.093  -0.093  -3.918  -0.68
C  -0.322  0.322  -2.851  -0.47
H  -0.205  1.377  -2.659  0.40
H  -1.563  0.615  -4.583  0.47
N  -2.089  -1.888  -5.249  1.01
O  -2.565  -1.033  -5.963  -0.61
O  -2.244  -3.080  -5.398  -0.62
H  -0.887  -3.451  -3.484  0.49
H  0.477  -2.688  -1.531  0.47
H  1.900  1.279  -1.841  0.32
H  2.903  2.453  -0.192  0.53
H  1.689  1.793  0.916  -0.27
H  3.499  -0.348  0.507  0.42
H  1.618  -0.429  1.939  0.30
H  2.304  0.253  4.734  0.46
H  1.193  -1.043  4.222  0.37
H  -1.161  -1.150  3.267  0.37
H  -2.436  -1.423  1.220  0.44

[5]
C19H21N3S | ωB97M-V/def2-TZVPD

Calculated values
Electronic energy = -35349.4728 eV
LUMO energy = 0.02629 Ha
Kohn-Sham gap = 8.7 eV
Relative energy (zero: lowest compared OMol25 entry of this formula, charge and spin) = 32.0 kcal per mole
E_HOMO = -8.00 eV

Last column: Mulliken charge in e.
Element x y z (Å)
N  -1.584  1.206  -1.393  -0.59
N  1.181  -1.180  -0.780  0.00
S  -2.481  1.250  1.021  -0.22
C  -2.423  1.859  -0.603  0.44
C  -0.888  0.174  -0.738  -0.18
C  -1.302  0.015  0.595  0.39
C  0.105  -0.683  -1.442  -0.13
C  2.146  -1.808  -1.421  0.51
C  -0.081  -0.965  -2.778  -0.64
C  2.053  -2.091  -2.738  -0.53
C  0.940  -1.662  -3.456  -0.56
C  -1.211  -3.281  2.415  -0.78
C  -0.146  -3.090  3.363  -0.41
C  -1.553  -2.233  1.531  -0.57
C  0.602  -1.916  3.327  -0.68
C  -0.851  -1.002  1.560  0.18
C  0.277  -0.892  2.438  1.61
N  3.215  -2.023  -0.598  -0.36
C  1.173  0.285  2.450  -1.78
C  4.550  -1.723  -1.078  -1.01
C  -2.064  4.827  0.247  -1.02
C  -3.220  2.996  -1.099  -0.68
C  -2.365  4.260  -1.159  -0.40
H  -0.997  -0.611  -3.263  0.42
H  2.849  -2.645  -3.173  0.37
H  0.784  -1.845  -4.504  0.43
H  -1.808  -4.200  2.429  0.37
H  0.058  -3.856  4.129  0.36
H  -2.349  -2.332  0.824  0.53
H  1.463  -1.810  3.976  0.39
H  2.982  -1.684  0.312  0.28
H  1.138  0.868  1.514  0.28
H  2.211  -0.055  2.606  0.42
H  0.839  0.941  3.236  0.42
H  4.577  -0.696  -1.388  0.34
H  4.798  -2.390  -1.909  0.27
H  5.300  -1.857  -0.289  0.35
H  -2.999  4.857  0.854  0.25
H  -1.304  4.192  0.726  0.24
H  -1.656  5.842  0.221  0.35
H  -4.088  3.118  -0.452  0.36
H  -3.588  2.737  -2.105  0.29
H  -1.394  4.092  -1.654  0.32
H  -2.882  5.011  -1.754  0.36

[6]
C19H21N4O4V | ωB97M-V/def2-TZVPD

Calculated values
Spin multiplicity = 3
Electronic energy = -59869.4823 eV
LUMO energy (spin up / spin down) = -0.26627 / -0.25613 Ha
Kohn-Sham gap (spin up / spin down) = 7.9 / 8.2 eV
Relative energy (zero: lowest compared OMol25 entry of this formula, charge and spin) = 0.0 kcal per mole
E_HOMO (spin up / spin down) = -15.18 / -15.18 eV
Total charge = +2

Last column: Mulliken charge in e.
Element x y z (Å)
V  0.998  -0.620  0.903  1.26
O  -4.468  -0.028  -3.343  -0.50
C  -3.238  -0.405  -3.906  -0.54
C  -2.227  -0.526  -2.806  0.43
C  -0.904  -0.857  -3.082  -1.05
C  -0.001  -0.939  -2.049  -0.31
N  -0.340  -0.736  -0.763  -0.23
C  -1.635  -0.450  -0.489  0.65
C  -2.585  -0.312  -1.479  -0.43
C  -1.941  -0.260  0.949  0.22
C  -3.215  -0.108  1.453  -0.32
C  -3.393  0.062  2.823  0.38
C  -4.765  0.222  3.405  -0.56
O  -5.703  0.180  2.362  -0.49
C  -2.265  0.078  3.640  -0.99
C  -1.024  -0.086  3.074  -0.30
N  -0.856  -0.259  1.750  -0.55
H  -5.140  0.029  -4.030  0.32
H  -2.873  0.331  -4.632  0.36
H  -3.297  -1.372  -4.420  0.38
H  -0.570  -1.041  -4.095  0.47
H  1.034  -1.174  -2.247  0.52
H  -3.605  -0.050  -1.248  0.60
H  -4.083  -0.124  0.811  0.60
H  -4.797  1.172  3.952  0.37
H  -4.922  -0.582  4.135  0.37
H  -6.593  0.274  2.717  0.32
H  -2.349  0.209  4.711  0.49
H  -0.127  -0.089  3.678  0.46
C  2.744  -1.706  3.248  -0.73
O  1.900  -1.198  2.217  -0.56
H  2.410  -1.297  4.200  0.29
H  3.763  -1.385  3.042  0.32
H  2.680  -2.791  3.263  0.32
N  3.992  3.745  -1.238  -0.38
C  4.858  2.698  -1.221  0.19
O  6.059  2.798  -1.189  -0.53
C  4.246  1.315  -1.165  0.08
C  4.983  0.254  -1.680  -0.12
C  4.492  -1.037  -1.564  -0.91
C  3.297  -1.233  -0.904  -0.42
N  2.587  -0.216  -0.384  0.30
C  3.056  1.038  -0.521  -0.20
H  4.409  4.660  -1.326  0.25
H  3.066  3.639  -1.616  0.22
H  5.939  0.460  -2.146  0.52
H  5.035  -1.884  -1.957  0.46
H  2.894  -2.229  -0.765  0.53
H  2.475  1.833  -0.065  0.45

[7]
C19H21N5O5S | ωB97M-V/def2-TZVPD

Calculated values
Electronic energy = -48568.5876 eV
LUMO energy = 0.02094 Ha
Kohn-Sham gap = 9.3 eV
Relative energy (zero: lowest compared OMol25 entry of this formula, charge and spin) = 0.0 kcal per mole
E_HOMO = -8.76 eV

Last column: Mulliken charge in e.
Element x y z (Å)
C  5.500  3.519  -0.343  -1.48
C  4.435  2.535  -0.801  0.01
O  3.274  2.768  -0.018  -0.44
C  2.234  1.919  -0.121  0.76
C  1.234  2.055  0.848  -0.94
C  0.157  1.200  0.872  -0.36
C  0.057  0.199  -0.088  -1.04
C  1.002  0.096  -1.096  -0.19
C  2.091  0.947  -1.111  -0.49
H  2.827  0.841  -1.892  0.38
H  0.896  -0.662  -1.858  0.63
N  -0.980  -0.755  0.011  1.04
C  -2.155  -0.832  -0.678  0.05
N  -2.846  -1.868  -0.286  -0.18
N  -2.142  -2.488  0.672  -0.92
C  -1.035  -1.828  0.858  0.64
C  0.054  -2.175  1.817  -1.01
C  1.362  -2.233  1.086  0.37
C  2.415  -1.432  1.349  -0.31
C  3.589  -1.451  0.502  0.10
O  4.551  -0.721  0.592  -0.67
N  3.528  -2.403  -0.515  0.01
C  2.492  -3.255  -0.803  0.28
O  2.504  -4.039  -1.717  -0.65
N  1.415  -3.126  0.052  0.04
H  0.617  -3.719  -0.138  0.32
H  4.330  -2.457  -1.133  0.25
H  2.396  -0.714  2.149  0.47
H  0.108  -1.426  2.609  0.28
H  -0.195  -3.142  2.259  0.39
S  -2.605  0.358  -1.862  -0.26
C  -4.371  0.520  -1.416  0.25
C  -5.192  -0.676  -1.872  -1.37
H  -5.106  -0.791  -2.949  0.36
H  -6.237  -0.524  -1.610  0.40
H  -4.823  -1.577  -1.386  0.34
C  -4.464  0.765  0.083  0.45
O  -3.531  0.984  0.809  -0.55
O  -5.729  0.728  0.489  -0.31
C  -5.943  0.923  1.882  -0.68
H  -5.456  0.128  2.450  0.31
H  -5.535  1.886  2.197  0.29
H  -7.019  0.895  2.029  0.24
H  -4.696  1.431  -1.929  0.51
H  -0.612  1.294  1.622  0.60
H  1.341  2.835  1.585  0.44
H  4.209  2.690  -1.865  0.29
H  4.777  1.504  -0.647  0.24
H  5.723  3.356  0.708  0.34
H  6.405  3.378  -0.925  0.41
H  5.146  4.538  -0.471  0.34

[8]
C19H21NO2 | ωB97M-V/def2-TZVPD

Calculated values
Electronic energy = -25629.9826 eV
LUMO energy = 0.02731 Ha
Kohn-Sham gap = 9.4 eV
Relative energy (zero: lowest compared OMol25 entry of this formula, charge and spin) = 0.0 kcal per mole
E_HOMO = -8.65 eV

Last column: Mulliken charge in e.
Element x y z (Å)
C  2.259  2.436  -1.637  -1.11
H  1.926  2.561  -2.666  0.28
O  2.300  1.048  -1.419  -0.34
C  2.698  0.588  -0.200  1.31
C  3.033  1.396  0.878  -0.69
C  3.418  0.827  2.081  -0.59
C  3.474  -0.546  2.221  -0.81
C  3.141  -1.355  1.146  -0.36
C  2.753  -0.811  -0.068  0.01
C  2.371  -1.673  -1.231  -0.94
H  2.691  -2.704  -1.063  0.47
H  2.850  -1.314  -2.144  0.28
C  0.868  -1.711  -1.517  0.61
O  0.426  -2.053  -2.593  -0.71
N  0.090  -1.384  -0.466  0.08
H  0.526  -1.068  0.387  0.38
C  -1.356  -1.317  -0.534  -0.15
C  -1.831  0.110  -0.358  0.17
C  -1.157  1.119  -1.037  -0.49
C  -1.547  2.439  -0.918  -0.84
C  -2.625  2.765  -0.113  -0.69
C  -3.308  1.765  0.552  -0.71
C  -2.928  0.433  0.437  0.92
C  -3.703  -0.621  1.179  -1.10
C  -3.472  -2.010  0.597  -0.98
C  -1.975  -2.267  0.493  -0.87
H  -1.508  -2.097  1.468  0.34
H  -1.775  -3.298  0.197  0.35
H  -3.920  -2.074  -0.397  0.36
H  -3.944  -2.763  1.230  0.44
H  -3.389  -0.612  2.228  0.36
H  -4.766  -0.372  1.158  0.44
H  -4.158  2.015  1.172  0.43
H  -2.938  3.794  -0.012  0.39
H  -1.019  3.212  -1.458  0.46
H  -0.322  0.855  -1.669  0.48
H  -1.616  -1.651  -1.547  0.39
H  3.185  -2.430  1.247  0.39
H  3.777  -0.988  3.158  0.39
H  3.676  1.469  2.910  0.38
H  2.999  2.471  0.793  0.42
H  3.248  2.891  -1.520  0.45
H  1.548  2.927  -0.964  0.39